Record 1
68
Properties=species:S:1:pos:R:3:nbo_charge:R:1 method="wB97M-V/def2-TZVPD" spin_multiplicity=1 e_tot_ha=-1330.73219 homo_ev=-10.8 homo_lumo_gap_ev=7.6 total_charge=+1
C 3.73 2.30 -3.95 -0.636
C 2.83 1.02 -3.79 0.001
C 1.73 0.70 -4.70 -0.224
C 0.97 -0.52 -4.44 -0.216
C 1.25 -1.40 -3.29 -0.062
C 0.43 -2.71 -3.03 -0.243
C 0.86 -3.74 -4.17 -0.604
C -1.14 -2.48 -3.10 -0.611
C 2.33 -1.06 -2.34 0.289
O 2.60 -1.86 -1.21 -0.511
C 2.82 -0.99 -0.09 -0.103
C 2.47 -1.64 1.27 -0.070
C 1.58 -2.65 1.44 -0.275
C 1.37 -3.10 2.93 0.522
O 1.27 -4.24 3.28 -0.465
C 1.33 -1.90 3.95 -0.260
C 2.21 -0.87 3.77 -0.269
C 3.17 -1.03 2.55 0.522
O 4.34 -0.75 2.57 -0.470
C 3.11 0.15 -2.66 -0.282
H 4.71 2.07 -4.43 0.238
H 3.11 3.05 -4.49 0.221
H 3.93 2.70 -2.92 0.216
H 1.53 1.39 -5.54 0.229
H 0.13 -0.80 -5.11 0.224
H 0.63 -3.13 -2.01 0.216
H 0.77 -3.19 -5.15 0.211
H 1.95 -4.00 -4.04 0.224
H 0.22 -4.67 -4.15 0.215
H -1.62 -3.37 -3.58 0.224
H -1.58 -2.39 -2.07 0.187
H -1.37 -1.57 -3.72 0.209
H 3.90 -0.68 -0.08 0.221
H 2.16 -0.07 -0.19 0.188
H 1.04 -3.10 0.58 0.247
H 0.60 -1.84 4.78 0.240
H 2.22 0.03 4.44 0.244
H 3.93 0.43 -1.97 0.217
C 0.18 1.41 2.36 -0.648
C -0.91 2.07 1.54 -0.212
N -1.91 1.10 0.92 -0.207
C -1.13 0.18 -0.03 -0.416
C -2.88 1.86 0.02 -0.209
C -3.82 2.83 0.70 -0.641
C -2.60 0.17 1.93 -0.234
C -3.31 0.82 3.11 -0.088
O -2.41 1.55 3.92 -0.563
C -3.00 2.66 4.60 -0.254
H 0.84 0.79 1.74 0.214
H 0.81 2.18 2.80 0.254
H -0.20 0.80 3.17 0.241
H -0.46 2.62 0.71 0.219
H -1.46 2.79 2.14 0.236
H -0.59 0.80 -0.74 0.239
H -1.85 -0.45 -0.55 0.233
H -0.45 -0.44 0.55 0.241
H -3.46 1.10 -0.52 0.226
H -2.26 2.39 -0.71 0.227
H -4.70 2.33 1.09 0.221
H -4.20 3.54 -0.05 0.255
H -3.35 3.42 1.49 0.222
H -1.82 -0.49 2.30 0.234
H -3.31 -0.42 1.35 0.234
H -3.73 0.02 3.72 0.211
H -4.15 1.44 2.79 0.190
H -4.09 2.57 4.67 0.187
H -2.74 3.57 4.06 0.171
H -2.58 2.71 5.60 0.212


Record 2
46
Properties=species:S:1:pos:R:3:nbo_charge:R:1 method="wB97M-V/def2-TZVPD" spin_multiplicity=1 e_tot_ha=-2244.26211 e_above_lowest_ev=0.000 homo_ev=-8.1 homo_lumo_gap_ev=7.8 total_charge=0
C -7.09 -0.29 -0.44 -0.564
C -6.09 -1.58 -0.44 -0.394
C -4.82 -0.90 0.04 0.064
C -4.47 -0.63 1.45 -0.233
C -3.18 0.10 1.41 -0.133
C -2.32 0.40 0.39 -0.169
C -0.98 1.06 0.86 -0.100
C 0.03 1.28 -0.09 -0.397
S 0.20 1.12 -1.79 0.280
C 2.00 1.82 -1.69 -0.149
S 2.84 1.88 -2.81 0.233
N 2.19 2.01 -0.27 -0.507
C 3.41 2.70 0.14 -0.240
C 4.58 1.61 0.11 -0.345
C 4.32 0.65 1.46 -0.528
C 5.33 -0.39 0.93 0.629
O 6.51 -0.58 1.65 -0.593
N 4.93 -1.81 0.38 -0.602
C 3.74 -1.76 -0.20 0.385
N 2.52 -1.30 0.04 -0.514
C 1.62 -1.94 -0.64 -0.052
C 1.92 -2.95 -1.37 -0.418
S 3.55 -3.45 -1.23 0.201
C 1.19 1.85 0.75 0.733
O 1.46 2.00 1.84 -0.538
C -2.63 0.02 -0.82 -0.194
C -3.95 -0.32 -1.04 -0.223
H -7.06 0.34 0.35 0.208
H -7.96 -0.62 -0.75 0.197
H -6.79 0.29 -1.40 0.192
H -6.18 -1.98 -1.25 0.187
H -6.28 -2.08 0.54 0.206
H -5.09 -0.87 2.13 0.197
H -2.96 0.26 2.58 0.206
H -0.98 1.25 2.11 0.270
H 3.30 3.23 1.04 0.233
H 3.88 3.25 -0.63 0.220
H 4.53 0.92 -0.59 0.186
H 5.55 2.01 0.12 0.212
H 4.66 1.36 2.23 0.276
H 3.38 0.24 1.15 0.283
H 5.60 -2.40 0.27 0.417
H 0.58 -1.59 -0.70 0.212
H 1.31 -3.68 -1.86 0.238
H -1.99 0.10 -1.76 0.226
H -4.29 -0.65 -2.17 0.202


Record 3
90
Properties=species:S:1:pos:R:3:mulliken_charge:R:1 method="wB97M-V/def2-TZVPD" spin_multiplicity=1 smiles="CS(=O)(=O)c1cccc2c1C(=O)c1ccccc1C2=O.O=S1(=O)CCCC1.O=S1(=O)CCCC1.O=S1(=O)CCCC1.O=S1(=O)CCCC1" e_tot_ha=-4099.49901 e_above_lowest_ev=20.201 homo_ev=-9.0 homo_lumo_gap_ev=7.0 total_charge=0
C -2.29 6.25 1.11 -0.824
S -2.23 4.37 0.81 1.052
O -3.48 3.79 1.54 -0.634
O -0.98 3.69 1.42 -0.524
C -2.35 4.18 -1.08 0.030
C -3.84 3.70 -1.65 -0.399
C -4.13 3.54 -3.27 -0.491
C -2.84 3.88 -4.27 -0.476
C -1.35 4.32 -3.70 0.152
C -1.06 4.48 -2.06 0.341
C 0.44 4.92 -1.54 0.668
O 0.72 5.50 -0.36 -0.510
C 1.69 4.55 -2.57 0.160
C 3.24 4.34 -2.02 -0.460
C 4.49 3.93 -3.02 -0.388
C 4.18 3.71 -4.63 -0.346
C 2.66 3.96 -5.20 -0.437
C 1.41 4.38 -4.20 0.260
C -0.12 4.62 -4.75 0.283
O -0.42 5.07 -6.00 -0.546
H -2.33 6.53 2.24 0.333
H -3.24 6.62 0.50 0.322
H -1.35 6.77 0.60 0.296
H -4.72 3.48 -0.87 0.330
H -5.19 3.23 -3.73 0.294
H -3.07 3.79 -5.43 0.299
H 3.49 4.46 -0.86 0.292
H 5.61 3.77 -2.68 0.315
H 5.06 3.39 -5.35 0.300
H 2.41 3.81 -6.33 0.302
O 1.71 0.66 -0.82 -0.688
S 1.58 0.25 0.57 1.151
O 2.51 0.69 1.59 -0.641
C -0.08 0.59 1.10 -0.397
C -0.86 -0.67 0.75 -0.174
C 0.05 -1.84 1.14 -0.287
C 1.45 -1.53 0.62 -0.816
H -0.46 1.48 0.61 0.032
H -0.06 0.74 2.19 0.428
H -1.82 -0.71 1.26 -0.227
H -1.05 -0.70 -0.33 0.385
H 0.07 -1.93 2.23 0.357
H -0.32 -2.79 0.74 0.043
H 2.22 -1.94 1.28 0.364
H 1.59 -1.92 -0.40 0.449
O -1.62 -4.92 1.17 -0.523
S -1.50 -6.35 1.04 1.037
O -1.87 -7.26 2.11 -0.716
C -2.34 -6.85 -0.45 -0.675
C -1.27 -6.75 -1.53 -0.562
C 0.00 -7.34 -0.91 -0.621
C 0.15 -6.74 0.48 -0.566
H -3.19 -6.20 -0.64 0.344
H -2.67 -7.89 -0.32 0.386
H -1.56 -7.28 -2.44 0.357
H -1.10 -5.70 -1.80 0.288
H -0.10 -8.43 -0.84 0.304
H 0.88 -7.14 -1.53 0.336
H 0.61 -7.45 1.18 0.336
H 0.73 -5.81 0.46 0.261
O 8.17 2.15 0.31 -0.655
S 8.05 1.74 1.69 1.148
O 8.97 2.18 2.72 -0.677
C 6.38 2.08 2.23 -0.761
C 5.61 0.82 1.87 -0.228
C 6.51 -0.35 2.26 -0.749
C 7.91 -0.04 1.74 -0.654
H 6.00 2.97 1.73 0.385
H 6.41 2.23 3.31 0.376
H 4.64 0.78 2.38 0.224
H 5.42 0.79 0.79 0.242
H 6.53 -0.44 3.36 0.353
H 6.14 -1.30 1.87 0.311
H 8.68 -0.45 2.40 0.365
H 8.05 -0.43 0.73 0.354
O -4.43 -0.96 0.31 -0.680
S -4.55 -1.38 1.69 1.288
O -3.63 -0.94 2.72 -0.704
C -6.22 -1.04 2.23 -0.793
C -6.99 -2.30 1.87 -0.563
C -6.09 -3.46 2.27 -0.722
C -4.69 -3.16 1.75 -0.416
H -6.60 -0.14 1.73 0.400
H -6.19 -0.88 3.32 0.339
H -7.96 -2.33 2.39 0.351
H -7.18 -2.32 0.79 0.281
H -6.07 -3.55 3.36 0.302
H -6.46 -4.41 1.87 0.327
H -3.92 -3.56 2.41 0.335
H -4.55 -3.54 0.73 0.260


Record 4
9
Properties=species:S:1:pos:R:3:nbo_charge:R:1 method="wB97M-V/def2-TZVPD" spin_multiplicity=1 smiles="NC(=O)[SiH3]" e_tot_ha=-460.54585 e_above_lowest_ev=0.441 homo_ev=-9.6 homo_lumo_gap_ev=10.4 total_charge=0
N 1.04 1.11 0.19 -0.841
C 0.75 -0.21 -0.12 0.352
O 1.66 -1.03 -0.26 -0.586
Si -1.08 -0.73 -0.12 0.739
H 1.83 1.46 -0.23 0.386
H 0.36 1.92 0.35 0.393
H -2.22 0.00 -0.53 -0.155
H -1.09 -2.13 -0.57 -0.130
H -1.25 -0.40 1.29 -0.159